The following is a DFT calculation (wB97M-V/def2-TZVPD) of C40H38B2N9O5SSbW as an isolated structure.

Geometry as ORCA input:
```
! RIJCOSX wB97M-V def2-TZVPD def2/J DEFGRID3
* xyz 1 2
W -1.55745 1.06334 -0.04542
C -5.28348 1.26000 -1.03878
C -4.72246 -0.08128 -0.68964
C -5.33807 -1.30613 -1.00759
C -4.52075 -2.26472 -0.48077
N -3.48654 -1.65968 0.13115
N -3.59465 -0.29289 0.00066
B -2.44289 -2.27654 1.01063
N -1.18390 -0.92222 -1.33176
C -1.66933 -1.57948 -2.39533
C -2.43135 -0.94869 -3.32034
C -2.59742 0.48225 -3.14250
C -3.19602 1.35323 -4.21784
N -2.19691 0.99458 -2.06488
N -2.15027 -1.78714 2.18461
C -1.70734 -1.63005 3.38449
C -1.13225 -0.43587 3.80170
C -1.09680 0.72523 3.01758
C -0.52316 1.95278 3.68274
N -1.53045 0.87142 1.78535
N -1.54226 -3.33666 0.26680
C -1.43994 -4.66917 0.82206
C -0.54336 -5.52978 0.36991
C 0.45663 -5.12411 -0.64893
C 1.28202 -6.15950 -1.32354
N 0.61452 -3.87196 -0.86061
H -6.30208 1.12927 -1.40043
H -4.70338 1.76315 -1.80970
H -5.30310 1.93098 -0.18618
H -6.27019 -1.44369 -1.53013
H -4.63015 -3.34070 -0.45571
H -1.36277 -2.61599 -2.56605
H -2.82430 -1.44209 -4.19610
H -2.67502 1.17197 -5.15838
H -3.12550 2.40524 -3.95598
H -4.24645 1.08755 -4.35363
H -1.83727 -2.43346 4.11067
H -0.76036 -0.35636 4.81315
H 0.56234 1.83473 3.74624
H -0.91721 2.01651 4.69706
H -0.73574 2.85655 3.12828
H -2.15474 -4.92935 1.59539
H -0.53219 -6.54855 0.73268
H 0.68258 -7.02678 -1.59641
H 2.03862 -6.49642 -0.60817
H 1.78333 -5.76677 -2.20614
O -3.74404 7.13015 0.37202
C -3.29669 6.02967 0.48249
C -3.91340 4.72398 -0.06815
O -4.98366 4.60109 -0.62300
C -2.91795 3.73622 0.23533
C -1.77268 4.18716 0.85908
O -0.82838 3.41289 1.10794
C -1.94092 5.65810 1.13695
O -1.22015 6.36393 1.78275
O -2.90492 2.44696 -0.09296
B -0.00030 -2.77045 0.10228
C -0.23799 -1.26571 -0.41935
N 0.09165 -0.21351 0.25774
H 0.54336 -2.84669 1.16569
H 1.37805 -3.61901 -1.48136
H -1.88916 -3.41789 -0.69303
S 0.35554 2.09440 -1.13275
Sb 2.12819 0.78228 -0.14592
C 2.81744 -1.08903 0.56654
C 3.31504 -2.12034 -0.22713
C 3.69013 -3.33381 0.34804
C 3.56116 -3.52362 1.71611
C 3.06415 -2.49792 2.51170
C 2.69182 -1.28918 1.94078
C 3.38899 1.21511 -1.78931
C 3.83820 0.31179 -2.74980
C 4.58249 0.75423 -3.83716
C 4.88349 2.10130 -3.96985
C 4.43124 3.00952 -3.02250
C 3.68034 2.57167 -1.94022
C 2.89145 2.01011 1.34587
C 4.16310 1.70709 1.83474
C 4.75123 2.55221 2.76232
C 4.06837 3.68325 3.19822
C 2.80703 3.97947 2.70310
C 2.20821 3.14521 1.76336
H 3.45242 -1.98724 -1.29012
H 4.11232 -4.11748 -0.27272
H 3.86512 -4.46024 2.16754
H 2.97140 -2.63711 3.58171
H 2.29814 -0.50419 2.57589
H 3.60713 -0.73985 -2.68754
H 4.92510 0.04577 -4.58136
H 5.46645 2.44579 -4.81468
H 4.66148 4.06250 -3.12546
H 3.32698 3.29892 -1.21678
H 4.70039 0.82630 1.49850
H 5.74141 2.33270 3.14074
H 4.52946 4.33824 3.92673
H 2.27915 4.86437 3.03677
H 1.23011 3.38810 1.37010
*
```

Its lowest unoccupied orbital energy (spin up / spin down) is -4.229 / -4.273 eV. The energy above the lowest of the compared OMol25 structures with the same formula, charge and spin is 50.4 kcal per mole. The calculation puts the total energy at -86287.7108 eV.

These are the Löwdin partial charges, in e, on atoms 1 to 2: atom 1 (W): 1.636, atom 2 (C): -0.010

***

The following is a DFT calculation (wB97M-V/def2-TZVPD) of a 7-piece molecular cluster, C40H38F6O2S overall.

Geometry as ORCA input:
```
! RIJCOSX wB97M-V def2-TZVPD def2/J DEFGRID3
* xyz 0 1
F 0.21018 -0.04416 3.22298
C 1.04118 0.98084 3.39998
C 0.75418 2.10184 2.69498
C 1.61818 3.18484 2.73898
C 2.81918 3.14284 3.41398
C 3.10018 1.87884 4.15998
C 2.22718 0.85284 4.09898
H -0.21382 2.38084 2.19598
H 1.37518 4.13184 2.33298
H 3.42818 3.83284 3.50798
H 3.92718 1.88784 4.94198
H 2.32418 -0.04116 4.73798
F -0.92482 -4.70316 -1.06802
C -2.23882 -4.44516 -1.40402
C -2.63482 -4.30816 -2.76902
C -3.95282 -4.03616 -3.16002
C -4.95682 -4.00016 -2.12302
C -4.64782 -4.14316 -0.69602
C -3.27582 -4.34116 -0.44202
H -1.81182 -4.23416 -3.45102
H -4.22082 -4.03616 -4.28702
H -5.92782 -3.66216 -2.47002
H -5.55482 -4.04016 0.14098
H -3.14382 -4.54916 0.56898
F 1.05018 -4.67616 2.11998
C 1.06818 -4.18316 3.42898
C 1.92318 -4.69416 4.47098
C 1.79418 -4.17216 5.67598
C 0.96418 -3.13416 6.05798
C 0.18418 -2.47816 5.06798
C 0.16718 -3.11316 3.75998
H 2.54718 -5.59916 4.14798
H 2.44418 -4.52016 6.34598
H 0.83718 -2.88916 7.04998
H -0.49082 -1.63016 4.85198
H -0.19682 -2.62616 2.92998
F 1.12718 4.80084 -4.69902
C 0.47318 4.18084 -3.68202
C -0.80982 3.64584 -3.79902
C -1.35882 3.03284 -2.70602
C -0.70382 2.99684 -1.47802
C 0.63518 3.52884 -1.29702
C 1.08318 4.27684 -2.38202
H -1.24482 3.71484 -4.67102
H -2.28082 2.62384 -2.67502
H -1.24282 2.55684 -0.58602
H 1.48518 3.48584 -0.52502
H 2.01118 4.81484 -2.42802
F 6.79218 -0.65016 -1.92902
C 6.32118 0.33684 -1.13202
C 7.01218 0.64284 0.01698
C 6.46518 1.58384 0.93298
C 5.30218 2.27284 0.56898
C 4.70618 2.01884 -0.66802
C 5.17318 1.03184 -1.51702
H 7.84618 0.03584 0.20098
H 6.97218 1.71384 1.96698
H 5.04418 3.10884 1.37198
H 3.80818 2.39984 -1.20002
H 4.60718 0.93284 -2.47802
F -7.28982 3.84984 -2.41802
C -6.42682 2.77784 -2.12402
C -6.23182 1.79084 -3.10602
C -5.34282 0.77184 -2.78902
C -4.54182 0.77984 -1.50002
C -4.71782 1.85084 -0.64702
C -5.76982 2.81684 -0.95402
H -6.70382 1.92484 -3.92502
H -5.17382 0.02584 -3.55502
H -3.83482 0.08184 -1.40502
H -4.37582 1.92384 0.39898
H -6.12182 3.59584 -0.25902
C 0.67018 -1.01716 -2.51602
C 1.53918 -0.22616 -1.47702
C 1.08818 -0.58616 -0.21202
S -0.62582 -0.88316 -0.30802
O -1.31182 0.22884 0.14898
O -0.85382 -2.17916 0.33198
C -0.72182 -0.99816 -1.97902
H 0.86818 -2.09516 -2.47702
H 0.71818 -0.84016 -3.58102
H 1.53918 0.98184 -1.44502
H 2.42918 -0.33216 -1.44602
H 1.27918 -0.00016 0.71998
H 1.49418 -1.50716 -0.21302
H -1.22682 -0.15916 -2.29402
H -1.19182 -1.73916 -2.37002
*
```

Its lowest unoccupied orbital energy is 0.488 eV. The energy above the lowest of the compared OMol25 structures with the same formula, charge and spin is 29.2 kcal per mole. The calculation puts the total energy at -73320.6095 eV.

These are the Löwdin partial charges, in e, on atoms 1 to 2: atom 1 (F): 0.068, atom 2 (C): -0.308

***

- Which value of energy above the lowest of the compared OMol25 structures with the same formula, charge and spin does entry 1 give?
  50.4 kcal per mole

***

- What is the energy above the lowest of the compared OMol25 structures with the same formula, charge and spin in the first record?
  50.4 kcal per mole